C2H4ClN | ωB97M-V/def2-TZVPD

## Properties
Energy relative to the best compared isomer or geometry (same formula, charge and spin)   1.500 eV
Orbital gap   11.61 eV

ORCA input file:
```
! wB97M-V def2-TZVPD RIJCOSX def2/J DEFGRID3
* xyz 0 1
C 1.328 -1.409 -0.593
C -1.571 0.564 -0.007
N 2.397 -1.023 -0.282
Cl -0.120 1.108 1.039
H -2.400 0.976 0.534
H -1.409 -0.512 -0.123
H -1.367 1.131 -0.837
H 3.141 -0.834 0.270
*
```

H6O3 | ωB97M-V/def2-TZVPD

## Properties
Energy relative to the best compared isomer or geometry (same formula, charge and spin)   0.648 eV
Orbital gap (alpha / beta)   12.45 / 4.26 eV

ORCA input file:
```
! wB97M-V def2-TZVPD RIJCOSX def2/J DEFGRID3
* xyz 1 2
O -1.875 -1.635 -1.534
H -1.103 -1.288 -1.086
H -2.533 -1.720 -0.845
O 1.524 1.661 0.734
H 1.546 2.457 0.202
H 1.368 1.973 1.625
O 0.017 -0.658 0.379
H 0.599 -0.814 -0.364
H 0.457 0.023 0.889
*
```

C12H39NO7 | ωB97M-V/def2-TZVPD

## Properties
Energy relative to the best compared isomer or geometry (same formula, charge and spin)   19.768 eV
Orbital gap   7.86 eV

ORCA input file:
```
! wB97M-V def2-TZVPD RIJCOSX def2/J DEFGRID3
* xyz 0 1
O 0.416 1.831 3.791
H 0.125 1.342 4.561
H 1.316 1.538 3.647
O -0.279 2.622 2.149
H -1.206 2.487 2.346
H 0.164 2.507 2.989
C 0.922 1.407 -0.142
C 0.462 0.483 0.933
O 1.041 1.039 2.184
H 1.972 1.227 -0.373
H 0.832 2.485 -0.012
H 0.438 1.075 -1.061
H 1.006 -0.458 0.861
H -0.603 0.259 0.991
H 0.487 1.725 2.565
C 1.824 -2.246 -0.067
C 0.766 -3.175 0.480
O -0.378 -3.227 -0.419
H 1.728 -1.233 0.324
H 1.742 -2.331 -1.151
H 2.819 -2.560 0.248
H 0.350 -2.907 1.451
H 1.099 -4.212 0.525
H -1.243 -3.393 -0.037
C -1.652 -0.650 2.237
C -3.123 -0.346 2.148
O -3.417 0.841 1.459
H -1.215 0.057 2.941
H -1.110 -0.583 1.294
H -1.555 -1.694 2.538
H -3.633 -0.599 3.078
H -3.411 -1.120 1.437
H -4.365 0.968 1.543
C -1.405 1.822 0.317
C -2.321 1.994 -0.925
O -1.656 1.770 -2.228
H -2.014 1.689 1.211
H -0.679 2.625 0.439
H -0.855 0.895 0.156
H -2.704 3.008 -0.810
H -3.142 1.277 -0.946
H -1.315 2.577 -2.621
C 2.861 -0.018 -1.405
C 2.394 -1.029 -2.400
C 0.951 -0.984 -2.876
O 0.015 -1.112 -1.718
C -1.201 -0.472 -1.972
N 3.221 -0.839 -3.585
H 3.908 -0.128 -1.123
H 2.179 -0.171 -0.569
H 2.697 1.041 -1.605
H 2.588 -2.034 -2.027
H 0.811 -1.705 -3.681
H 0.857 0.003 -3.329
H -1.482 -0.464 -3.025
H -1.144 0.599 -1.776
H -2.013 -0.907 -1.390
H 2.984 -1.506 -4.306
H 4.145 -1.092 -3.264
*
```

The records above yield E_tot values of -593.486025 -228.887365 -1061.193109 Ha, respectively.